No. 1
34
Properties=species:S:1:pos:R:3:forces:R:3 method="wB97M-V/def2-TZVPD" energy_ha=-2603.4555 total_charge=-1 relative_energy_ev=1.108 max_force_ev_per_a=3.23 homo_lumo_gap_ha="0.194 / 0.194" homo_ha="-0.0982 / -0.0982"
Pd 0.562 -0.124 1.586 0.33 -0.15 0.56
C 4.825 -3.108 2.348 0.03 0.00 -0.02
S 3.801 -3.887 1.086 0.43 -0.26 0.15
C 2.503 -2.707 0.806 -0.69 0.75 -0.03
S 2.650 -1.108 1.461 0.42 -0.03 0.00
N 1.588 -3.271 0.098 -0.65 -0.06 -0.64
N -0.406 -0.310 -1.336 -0.80 0.41 0.35
C -0.837 -2.267 0.548 -1.33 -1.13 0.06
C -1.875 -1.246 0.736 0.08 0.36 -0.06
C -3.082 -1.296 0.039 0.09 0.08 0.07
C -3.994 -0.262 0.165 -0.05 0.01 -0.01
C -3.707 0.776 1.034 -0.04 0.00 0.02
C -2.518 0.734 1.747 0.07 -0.13 0.12
N -1.607 -0.231 1.603 -0.21 0.11 -0.49
H 5.572 -3.857 2.617 0.00 -0.01 0.01
H 4.231 -2.841 3.219 0.00 -0.01 0.00
H 5.315 -2.217 1.967 -0.01 -0.01 0.00
H -0.357 -2.697 1.413 0.30 0.18 -0.03
H -3.267 -2.141 -0.609 0.02 -0.01 0.00
H -4.917 -0.271 -0.402 0.00 0.01 0.00
H -4.386 1.608 1.164 0.00 0.00 0.01
H -2.271 1.513 2.457 0.04 0.03 -0.03
Cl 0.350 -1.933 -0.590 2.29 0.44 2.23
C 0.273 -2.599 -2.158 -0.50 -1.23 -1.43
C 0.491 -3.938 -2.524 0.20 0.56 0.71
C 0.301 -4.280 -3.832 -0.17 0.25 -0.85
C -0.106 -3.324 -4.797 0.20 -0.64 0.36
C -0.329 -2.032 -4.411 -0.04 0.47 0.36
Cl -0.872 -0.841 -5.547 0.00 0.00 -0.08
C -0.174 -1.667 -3.068 0.12 -0.41 -0.12
N -0.365 -0.366 -2.541 -0.06 0.42 -1.23
H 0.826 -4.640 -1.776 -0.01 0.01 0.03
H 0.472 -5.301 -4.147 -0.02 0.00 -0.02
H -0.258 -3.609 -5.828 -0.01 -0.02 -0.01

=====

No. 2
34
Properties=species:S:1:pos:R:3:forces:R:3 method="wB97M-V/def2-TZVPD" energy_ha=-2729.9997 total_charge=-2 relative_energy_ev=0.000 max_force_ev_per_a=1.11 homo_lumo_gap_ha="0.161 / 0.214" multiplicity=5 homo_ha="0.0029 / -0.0508"
Cr -1.733 -2.038 -0.170 0.94 0.59 0.00
N -3.722 1.981 0.755 -0.03 0.05 0.00
C -2.884 0.906 0.448 0.14 0.01 -0.09
S -3.644 -0.641 0.272 -0.40 -0.05 0.09
N -1.620 1.185 0.348 -0.07 -0.04 -0.03
N -0.873 0.068 0.095 -0.08 -0.35 -0.09
C 0.449 0.219 0.036 -0.15 0.11 0.09
C 1.104 1.543 0.095 0.03 0.01 -0.06
C 2.112 1.820 1.016 0.04 -0.02 0.08
C 2.745 3.056 1.043 -0.01 0.04 -0.02
C 2.375 4.050 0.149 0.00 -0.04 0.02
C 1.362 3.791 -0.769 0.00 0.03 0.00
C 0.734 2.558 -0.791 -0.04 0.02 -0.02
C 1.188 -0.972 -0.130 0.17 -0.14 -0.04
C 2.598 -1.040 -0.315 -0.07 -0.05 0.00
C 3.211 -2.252 -0.468 -0.03 -0.04 0.00
C 2.433 -3.434 -0.465 0.09 0.07 -0.01
C 1.067 -3.299 -0.343 0.01 -0.05 -0.02
N 0.441 -2.133 -0.175 0.09 0.04 0.08
H -4.659 1.853 0.405 0.00 -0.02 0.01
H -3.307 2.864 0.496 -0.01 0.01 0.00
H 2.391 1.053 1.729 0.00 0.00 -0.02
H 3.523 3.244 1.774 0.01 0.01 0.00
H 2.864 5.017 0.168 0.00 0.01 0.00
H 1.057 4.560 -1.470 0.00 0.00 0.00
H -0.065 2.362 -1.493 0.00 0.00 0.00
H 3.174 -0.125 -0.349 -0.01 0.00 0.01
H 4.286 -2.298 -0.608 -0.01 -0.01 0.00
H 2.873 -4.414 -0.590 0.01 0.01 0.00
H 0.395 -4.149 -0.400 -0.02 0.02 0.02
O -1.690 -3.581 -0.689 -0.31 -0.06 -0.09
S -7.437 -4.526 0.238 0.03 0.02 -0.01
C -5.906 -3.848 0.121 -0.02 -0.05 0.00
N -4.842 -3.384 0.039 -0.33 -0.12 0.06

=====

No. 3
33
Properties=species:S:1:pos:R:3:forces:R:3 method="wB97M-V/def2-TZVPD" energy_ha=-1497.5435 smiles="C[C@H](Sc1nc(-c2ccccc2)cc(C(F)(F)F)n1)C(=O)O" relative_energy_ev=9.882 max_force_ev_per_a=16.73 homo_lumo_gap_ha=0.316 homo_ha=-0.3407
C -0.819 -3.094 1.756 0.17 -3.27 -3.28
C -0.543 -3.182 0.146 -6.16 -3.26 1.38
S 1.023 -3.251 -0.378 3.19 -1.25 -0.90
C 1.454 -1.629 -0.228 0.32 5.54 -0.61
N 0.335 -0.541 -0.127 -0.95 -9.43 0.48
C 0.550 0.656 -0.231 6.14 -2.46 -0.68
C -0.532 1.476 -0.236 2.07 7.63 6.56
C -1.654 1.346 -0.877 0.03 -4.86 -7.46
C -2.617 2.233 -1.015 -2.93 -0.50 1.11
C -2.715 3.264 -0.049 -4.81 -2.18 -6.21
C -1.610 3.618 0.416 9.43 1.85 10.41
C -0.440 2.613 0.684 -5.48 -0.10 -6.11
C 1.999 0.844 -0.245 -6.63 15.28 1.63
C 2.980 0.140 -0.172 2.50 -10.42 -1.52
C 4.350 0.403 -0.147 7.48 0.82 -2.43
F 5.262 -0.632 0.329 -3.08 3.00 -1.22
F 4.615 1.546 0.442 0.32 -0.37 0.57
F 4.931 0.721 -1.605 -1.87 -1.39 3.61
N 2.688 -1.257 -0.395 -0.40 -0.56 1.11
C -1.400 -2.281 -0.687 -1.85 0.85 -5.06
O -1.322 -2.297 -2.002 -0.95 0.84 7.12
O -2.421 -1.684 0.118 4.26 -3.93 0.32
H -0.133 -3.853 2.197 -0.79 0.84 0.11
H -0.568 -2.129 1.845 1.32 3.58 1.57
H -1.886 -3.160 1.964 0.25 -0.54 0.07
H -1.065 -4.243 -0.264 1.57 2.38 1.17
H -1.461 0.524 -1.762 -1.35 1.60 2.11
H -3.383 1.907 -1.698 -0.55 0.68 -0.09
H -3.574 3.852 -0.140 -1.13 1.12 0.49
H -1.602 4.463 1.286 0.07 -1.57 -2.48
H 0.296 2.582 1.386 1.96 1.06 1.84
H 2.181 2.123 0.009 -0.09 -3.60 -1.07
H -2.921 -1.075 -0.318 -2.06 2.62 -2.53

=====

No. 4
31
Properties=species:S:1:pos:R:3:forces:R:3 method="wB97M-V/def2-TZVPD" energy_ha=-1252.6945 smiles="O=C(CSc1nccc(=O)[nH]1)c1c[nH]c2ccccc12" relative_energy_ev=9.668 max_force_ev_per_a=16.00 homo_lumo_gap_ha=0.297 homo_ha=-0.3051
O -0.129 -3.127 -0.112 1.44 -3.73 -0.76
C -0.303 -1.971 -0.002 -6.75 2.49 0.63
C 0.581 -1.019 0.461 5.33 3.23 -2.34
S 2.157 -1.859 0.409 1.69 0.32 0.61
C 3.179 -0.449 0.295 4.77 1.03 -2.74
N 2.837 0.751 -0.091 -5.03 -4.39 2.62
C 3.696 1.646 -0.253 6.75 7.14 -5.61
C 5.096 1.563 -0.658 -6.21 -9.48 4.13
C 5.713 0.112 -0.109 -0.68 1.62 -2.02
O 6.800 -0.435 -0.051 0.19 1.58 -0.11
N 4.651 -0.685 0.140 -5.46 -6.93 3.48
C -1.654 -1.360 -0.118 -6.16 -2.32 -1.11
C -2.829 -2.315 -0.383 4.75 -1.98 0.40
N -4.006 -1.754 -0.527 -1.91 5.50 2.15
C -3.811 -0.343 -0.074 -0.17 2.09 -0.35
C -4.715 0.696 0.116 1.82 1.74 -2.75
C -4.102 2.082 0.090 -0.74 -0.80 2.46
C -2.758 2.239 0.296 -2.37 -8.23 -1.27
C -1.800 1.097 0.308 -4.87 9.83 0.82
C -2.417 0.073 0.078 -1.44 -15.75 -2.42
H 0.507 -0.399 1.281 -1.04 0.36 2.61
H 0.718 -0.143 -0.258 -0.35 -1.24 0.04
H 3.339 2.670 -0.713 0.00 -1.59 1.65
H 5.834 2.139 -0.569 5.15 5.92 -0.12
H 4.831 -1.826 0.508 0.16 4.57 -1.51
H -2.822 -3.504 -0.472 0.52 2.91 0.11
H -5.021 -1.986 -0.416 1.88 -0.90 -0.29
H -5.697 0.676 -0.322 -0.70 -0.41 0.70
H -4.702 3.014 0.317 0.26 -1.43 -0.80
H -2.289 3.017 0.478 3.40 8.06 1.39
H -0.886 1.398 0.353 5.79 0.79 0.40

=====

No. 5
39
Properties=species:S:1:pos:R:3:forces:R:3 method="wB97M-V/def2-TZVPD" energy_ha=-1489.5155 total_charge=+2 relative_energy_ev=0.000 max_force_ev_per_a=1.42 homo_lumo_gap_ha="0.277 / 0.254" multiplicity=2 homo_ha="-0.5426 / -0.5422"
Ru -1.051 -0.031 0.408 0.07 0.02 0.02
O 1.846 0.789 -2.608 -0.11 -0.01 0.07
C 0.721 1.282 -2.148 0.32 -0.30 -0.05
O 0.096 0.784 -1.227 -0.13 -0.10 0.02
C 0.353 2.512 -2.933 0.00 0.30 0.03
O -0.740 3.209 -2.377 0.12 0.63 0.07
C -0.525 4.526 -2.021 -0.93 -0.11 1.07
C 2.019 1.156 1.362 -0.04 0.08 0.18
O 2.873 1.855 1.043 0.01 -0.03 -0.09
O 1.133 0.463 1.679 0.03 -0.07 -0.08
H 2.101 -0.030 -2.152 -0.01 -0.02 -0.01
H 1.256 3.127 -2.995 -0.03 -0.01 -0.07
H 0.092 2.202 -3.948 0.06 -0.07 0.00
H 0.372 4.994 -2.418 -0.02 0.00 0.10
H -1.428 5.121 -2.119 -0.01 0.00 -1.14
N -0.550 -3.832 -1.346 0.00 -0.01 0.00
C -0.923 -2.550 -1.324 -0.01 0.01 -0.01
N -0.555 -1.951 -0.204 -0.06 -0.03 0.04
C 0.085 -2.926 0.571 0.04 0.02 -0.03
C 0.648 -2.858 1.845 0.00 0.00 0.00
C 1.204 -4.015 2.346 0.00 0.00 0.00
C 1.210 -5.212 1.607 0.00 0.00 0.00
C 0.658 -5.289 0.348 0.00 0.00 0.00
C 0.094 -4.118 -0.149 0.01 0.00 0.00
H -0.738 -4.478 -2.097 0.00 0.00 0.00
H -1.465 -2.082 -2.131 -0.01 0.00 0.00
H 0.656 -1.942 2.420 -0.01 0.00 0.00
H 1.648 -4.008 3.332 0.00 0.00 0.00
H 1.658 -6.094 2.043 0.00 0.00 0.00
H 0.659 -6.210 -0.218 0.00 0.00 0.00
O -2.704 -0.980 2.514 -0.02 0.00 0.03
N -2.050 -0.605 1.684 -0.01 -0.04 -0.07
O -1.334 1.954 0.688 0.06 0.26 -0.32
N -1.528 2.525 1.820 0.20 0.22 0.25
C -1.303 3.825 1.802 -0.14 -0.15 -0.02
C -0.874 4.358 0.555 -0.01 -0.11 -0.01
N -0.513 4.606 -0.505 0.64 -0.52 0.01
C -1.487 4.633 2.961 0.00 0.00 0.02
N -1.615 5.290 3.893 0.00 0.03 -0.01

=====

No. 6
40
Properties=species:S:1:pos:R:3:forces:R:3 method="wB97M-V/def2-TZVPD" energy_ha=-4367.9967 relative_energy_ev=0.092 max_force_ev_per_a=0.71 homo_lumo_gap_ha="0.279 / 0.213" multiplicity=6 homo_ha="-0.3037 / -0.3277"
Ir -0.956 0.864 1.384 -0.60 0.20 -0.32
N -4.966 1.484 -0.247 0.00 0.07 -0.02
C -3.893 1.074 0.415 -0.10 -0.05 -0.09
S -2.995 2.211 1.333 0.02 -0.23 0.06
N -3.663 -0.269 0.255 0.11 0.22 0.22
N -2.608 -0.668 0.910 0.07 -0.41 -0.26
C -2.228 -1.931 0.705 -0.10 0.20 0.05
C -1.173 -2.511 1.397 0.14 -0.13 0.02
C -0.802 -3.846 1.044 -0.07 0.12 0.00
C 0.191 -4.494 1.697 0.10 0.01 0.11
C 0.874 -3.828 2.750 -0.01 -0.09 -0.06
C 0.563 -2.553 3.121 0.00 0.00 0.01
C -0.455 -1.837 2.455 -0.03 0.06 0.00
O -0.714 -0.624 2.834 0.09 0.04 -0.07
H -5.198 2.462 -0.275 -0.03 -0.02 0.01
H -5.481 0.821 -0.804 0.01 -0.01 0.02
H -2.761 -2.505 -0.049 -0.06 0.00 0.02
H -1.329 -4.322 0.227 -0.01 0.02 0.00
H 0.473 -5.499 1.419 0.01 0.01 0.01
H 1.675 -4.346 3.264 -0.01 0.00 0.00
H 1.099 -2.039 3.907 0.00 -0.01 0.00
O -0.312 0.339 -3.282 -0.16 -0.03 0.13
As 0.256 0.120 -1.620 -0.12 -0.03 0.17
O 0.494 -1.457 -1.300 -0.01 0.13 -0.07
O -1.015 0.850 -0.718 0.36 0.09 -0.01
C 1.705 1.409 -1.765 0.02 0.06 0.03
C 2.191 1.660 -3.044 0.00 0.00 0.08
C 3.186 2.607 -3.244 0.00 0.00 -0.05
C 3.701 3.323 -2.177 0.04 0.03 -0.01
C 3.232 3.085 -0.895 -0.05 -0.06 0.00
C 2.243 2.135 -0.697 0.03 -0.02 -0.15
S 1.722 1.827 0.958 -0.27 -0.25 0.13
O 1.314 0.397 0.920 0.11 0.12 0.16
O 2.773 2.166 1.861 0.12 0.09 -0.10
O 0.449 2.595 1.183 0.33 -0.10 0.08
H -1.049 -0.269 -3.416 0.06 -0.04 -0.09
H 1.782 1.116 -3.882 0.01 0.01 -0.02
H 3.559 2.785 -4.244 -0.01 -0.01 0.00
H 4.477 4.059 -2.340 -0.01 0.00 0.01
H 3.636 3.610 -0.040 0.00 -0.01 0.00

=====

No. 7
36
Properties=species:S:1:pos:R:3:forces:R:3 method="wB97M-V/def2-TZVPD" energy_ha=-9258.8143 max_force_ev_per_a=1.86 homo_lumo_gap_ha=0.277 homo_ha=-0.3284
C -3.218 -1.201 0.002 -0.53 -0.42 -0.33
C -3.055 -2.349 1.017 -1.29 0.39 -0.06
O -1.901 -2.260 1.886 0.09 0.34 -0.34
C -0.861 -1.580 1.349 0.88 0.94 -0.47
C 0.047 -2.106 0.526 -0.81 0.15 -0.20
C -0.087 -3.575 0.135 0.77 -0.45 -0.05
C 0.385 -3.900 -1.297 1.59 0.06 0.97
O -0.282 -3.802 -2.275 -1.07 0.17 -0.59
C 1.198 -1.236 0.032 -1.28 -0.15 0.64
O 2.169 -1.816 -0.342 1.30 -0.52 -0.95
C 1.116 0.277 0.055 0.21 0.51 -0.49
C 1.939 1.204 -0.798 -0.20 0.13 -0.58
I 0.773 2.536 -2.042 0.20 -0.87 0.42
C 3.274 1.237 -0.835 -0.19 -0.17 0.29
C 4.116 0.281 0.016 0.89 0.40 -1.29
I 4.288 2.619 -2.131 -0.08 -0.84 0.76
C 0.212 0.793 0.880 -0.57 -1.49 0.43
F 0.012 2.083 1.034 0.01 0.05 0.30
C -0.676 -0.111 1.735 0.08 -0.69 -0.95
O -1.248 0.329 2.673 -0.83 0.92 1.30
H -2.486 -1.236 -0.824 -0.15 0.16 0.53
H -4.205 -1.357 -0.484 0.47 0.03 0.26
H -3.281 -0.204 0.471 0.32 -0.47 -0.12
H -3.936 -2.321 1.687 0.59 -0.01 -0.12
H -3.122 -3.331 0.506 0.49 0.46 0.20
H 0.518 -4.157 0.862 -0.13 0.19 -0.51
H -1.113 -3.963 0.237 0.32 0.59 -0.02
H 1.455 -4.216 -1.410 -0.43 0.04 0.30
H 3.708 0.097 1.019 0.09 0.17 -0.40
H 5.148 0.678 0.044 -0.53 -0.13 0.45
H 4.193 -0.664 -0.552 -0.11 0.36 0.50
C -1.090 6.716 -0.560 0.00 -0.01 0.09
Br 0.512 7.761 -0.824 -0.14 -0.12 0.00
Br -2.047 6.441 -2.215 0.12 0.00 0.12
Br -0.715 5.046 0.330 -0.10 0.30 -0.02
H -1.739 7.287 0.092 0.05 -0.03 -0.08